a) Here is C3H6FNO2 in the gas phase from the Open Molecules 2025 dataset. Energies are from the ωB97M-V functional and the def2-TZVPD basis.

Geometry as ORCA input:
```
! RIJCOSX wB97M-V def2-TZVPD def2/J DEFGRID3
* xyz 0 1
C 0.0498 0.7613 -0.9891
C -0.4545 0.5181 0.3421
N -0.0828 -0.6638 1.1076
F -0.3887 1.7014 1.1345
C -2.2238 0.1036 0.0406
O -2.8977 0.9380 -0.4651
O -2.4304 -1.1811 0.3039
H 1.1847 0.6267 -1.0277
H -0.2634 1.7636 -1.3049
H -0.2264 -0.1942 -1.5671
H 0.7266 -1.2585 0.8081
H 0.0050 -0.4159 2.0727
H -1.5668 -1.4397 0.6664
*
```

Properties
SMILES ... C[C@@](N)(F)C(=O)O

How positive or negative is each atom? The Mulliken charges in e answer that: -1.182 0.918 -0.685 -0.334 0.357 -0.502 -0.492 0.344 0.304 0.303 0.234 0.202 0.533

***

b) Here is C3H6FNO2 in the gas phase from the Open Molecules 2025 dataset. Energies are from the ωB97M-V functional and the def2-TZVPD basis.

Geometry as ORCA input:
```
! RIJCOSX wB97M-V def2-TZVPD def2/J DEFGRID3
* xyz 0 1
C -0.9191 0.3494 -0.1760
N 0.3841 -0.0919 -0.5526
C 1.3955 0.5113 0.2668
F 1.5187 1.8679 0.0981
C 2.7117 -0.2645 0.0152
O 3.8079 0.1781 -0.0995
O 2.5123 -1.5757 -0.0029
H -1.6048 -0.1969 -0.8621
H -1.1536 -0.0483 0.8099
H -1.1411 1.3919 -0.2183
H 0.6048 0.3058 -1.4252
H 1.0824 0.2070 1.3694
H 1.6455 -1.8490 0.2208
*
```

Properties
SMILES ... CN[C@H](F)C(=O)O

How positive or negative is each atom? The Mulliken charges in e answer that: -0.919 -0.328 0.210 -0.321 0.508 -0.516 -0.442 0.309 0.345 0.333 0.186 0.291 0.344

***

c) Here is 2 unconnected molecules or ions with the total composition C3H6FNO2 from the Open Molecules 2025 dataset. Energies are from the ωB97M-V functional and the def2-TZVPD basis.

Geometry as ORCA input:
```
! RIJCOSX wB97M-V def2-TZVPD def2/J DEFGRID3
* xyz 0 1
C 0.9521 -1.1659 1.3583
N 0.0317 -0.5473 0.4282
C -0.3432 0.8276 0.4027
O 0.7302 1.8184 -0.1561
C -0.3776 1.5514 -0.8239
O -0.8336 1.7491 -1.9160
H 0.6489 -0.9817 2.4593
H 0.8516 -2.3003 1.1302
H 1.9581 -0.6288 1.2617
H 0.0515 -1.0471 -0.4564
H -0.5786 1.0861 1.4095
F -1.5539 -0.6310 -2.6336
H -1.5370 0.2695 -2.4639
*
```

Properties
SMILES ... CN[C@H]1OC1=O.F

How positive or negative is each atom? The Mulliken charges in e answer that: -0.776 -0.223 -0.100 -0.379 0.623 -0.620 0.239 0.317 0.270 0.257 0.398 -0.426 0.419

***

Most stable structure, least stable structure: b), c).